Record 1
Computed, not measured: an isolated molecule of CH2O3S at a distorted geometry, with wB97M-V/def2-TZVPD.

Properties
LUMO level (alpha / beta): -0.422 / -0.423 eV
energy relative to the best compared isomer or geometry (same formula, charge and spin): 564.2 kJ/mol
SMILES string: C1OOOS1
HOMO (alpha / beta): -9.031 / -9.031 eV
multiplicity: 1

Structure (XYZ):
```
7
Properties=species:S:1:pos:R:3:lowdin_charge:R:1
C -0.74989 0.15091 -0.18606 -0.374
O -0.08615 -1.02654 -0.43010 -0.187
O 1.07646 -1.27013 0.21802 -0.054
O 1.65577 0.20425 0.64404 -0.513
S 0.80391 1.27593 -0.10690 0.908
H -1.39088 0.59674 -0.96425 0.098
H -1.30923 0.06885 0.82524 0.123
```

Record 2
Computed, not measured: an isolated molecule of C5H7N, with wB97M-V/def2-TZVPD.

Properties
LUMO level (alpha / beta): 0.154 / 0.154 eV
energy relative to the best compared isomer or geometry (same formula, charge and spin): 613.9 kJ/mol
HOMO (alpha / beta): -7.015 / -7.016 eV
multiplicity: 1

Structure (XYZ):
```
13
Properties=species:S:1:pos:R:3:lowdin_charge:R:1
C -0.28648 1.23220 -2.32940 0.018
C -0.72994 1.10622 -1.11122 -0.344
C -0.57440 0.94235 0.26613 -0.118
N 0.44567 0.25631 0.83764 -0.080
C 1.17745 -0.83254 0.26784 -0.094
C 0.40928 -1.00039 1.54265 -0.091
H -0.82622 0.91125 -3.21891 -0.011
H -1.31723 1.34098 0.95687 0.127
H -1.74664 0.63821 -0.86020 0.144
H 2.25920 -0.74073 0.30082 0.113
H 0.78069 -1.26751 -0.64974 0.118
H 0.92921 -1.02265 2.49633 0.105
H -0.52058 -1.56369 1.50118 0.112
```

Record 3
Computed, not measured: a structure of composition C15H31CrNO3P2 at a distorted geometry, with wB97M-V/def2-TZVPD.

Properties
LUMO level (alpha / beta): 0.314 / 0.280 eV
energy relative to the best compared isomer or geometry (same formula, charge and spin): 0.0 kJ/mol
HOMO (alpha / beta): -7.301 / -7.264 eV
expectation value of S²: 6.049
multiplicity: 5

Structure (XYZ):
```
53
Properties=species:S:1:pos:R:3:lowdin_charge:R:1
P 1.15769 1.45967 1.20641 0.755
P 1.92329 -1.30616 -0.72459 0.762
C -0.04068 0.53525 0.18205 -0.396
C 0.25488 -0.92627 -0.17220 -0.405
H -0.25671 1.12746 -0.72032 0.093
H -0.94182 0.55279 0.79506 0.023
H -0.00463 -1.60767 0.65333 0.101
H -0.34432 -1.21244 -1.03651 0.018
C 2.10242 -0.93242 -2.48216 -0.238
H 3.10657 -1.26621 -2.79363 0.060
H 2.02827 0.15572 -2.64796 0.056
H 1.31967 -1.46548 -3.04392 0.041
C 2.31875 -3.00928 -0.36158 -0.245
H 1.68147 -3.66546 -0.97371 0.050
H 2.15437 -3.19542 0.71068 0.060
H 3.38342 -3.16907 -0.59209 0.058
C 0.93973 3.21992 0.89287 -0.235
H 1.72829 3.76989 1.42689 0.043
H -0.05161 3.53298 1.25257 0.049
H 1.03744 3.41519 -0.18661 0.059
C 0.81787 1.06432 2.94341 -0.226
H 0.94719 -0.01567 3.11462 0.058
H -0.20773 1.37230 3.19058 0.041
H 1.54401 1.60651 3.56689 0.052
Cr 3.00299 0.35996 0.46197 0.329
C -2.58458 -1.74837 -0.77570 -0.117
C -2.31919 -1.08706 -1.91654 -0.130
C -3.25600 -0.07427 -2.50841 -0.181
C -3.86867 0.91612 -1.48859 -0.186
C -2.98141 1.25724 -0.31902 -0.120
C -3.04050 0.63173 0.87129 -0.142
C -3.87795 -0.58846 1.12963 -0.178
C -3.87933 -1.63217 -0.01383 -0.185
C 3.87076 1.74847 1.86036 -0.268
H -1.94177 -2.56185 -0.41898 0.109
H -1.52744 -1.41148 -2.59836 0.104
H -4.08997 -0.56650 -3.04384 0.121
H -2.70949 0.50136 -3.27116 0.108
H -4.06971 1.85403 -2.03309 0.113
H -4.85692 0.54807 -1.16359 0.106
H -2.39136 2.16991 -0.45579 0.108
H -2.63057 1.09488 1.77323 0.104
H -4.92820 -0.31545 1.34424 0.121
H -3.50271 -1.07605 2.04380 0.109
H -4.07062 -2.61482 0.45026 0.113
H -4.73925 -1.45124 -0.68084 0.106
H 4.15482 1.19417 2.76822 -0.010
H 3.36145 2.66326 2.19304 -0.050
H 4.82116 2.07020 1.40404 -0.012
O 4.82966 0.41928 -0.71897 -0.137
N 5.39695 -0.49552 0.04084 -0.494
O 6.57234 -0.83311 -0.11721 0.050
O 4.65768 -1.01277 0.98291 -0.126
```

Record 4
Computed, not measured: a structure of composition C37H38BrN4O6PS2V, with wB97M-V/def2-TZVPD.

Properties
LUMO level (alpha / beta): -0.404 / -0.582 eV
energy relative to the best compared isomer or geometry (same formula, charge and spin): 87.8 kJ/mol
HOMO (alpha / beta): -7.108 / -8.178 eV
expectation value of S²: 3.763
multiplicity: 4

Structure (XYZ):
```
90
Properties=species:S:1:pos:R:3:lowdin_charge:R:1
V 0.42242 0.12556 0.14415 0.447
O -1.25447 2.52478 -0.05299 -0.012
N -1.33562 1.30711 0.58784 -0.093
C -2.39619 1.12141 1.27353 -0.082
C -2.77960 -0.01641 2.12925 -0.208
C -3.81444 0.29694 3.01848 -0.041
C -4.28413 -0.61933 3.94026 -0.070
C -3.72771 -1.88748 3.97571 -0.059
C -2.71967 -2.21900 3.08435 -0.072
C -2.22074 -1.30727 2.15666 -0.268
P -0.98935 -1.86185 0.89557 1.100
C -2.15822 -2.72876 -0.20825 -0.329
C -2.69596 -3.97292 0.12043 -0.091
C -3.64191 -4.56604 -0.69872 -0.075
C -4.06910 -3.91801 -1.85120 -0.084
C -3.54534 -2.67805 -2.17849 -0.071
C -2.59167 -2.08540 -1.36114 -0.095
C -0.06032 -3.17115 1.75281 -0.354
C 0.49184 -2.90898 3.00662 -0.096
C 1.33154 -3.82723 3.61432 -0.072
C 1.63300 -5.02031 2.97200 -0.074
C 1.09305 -5.28459 1.72440 -0.059
C 0.25404 -4.36547 1.11163 -0.105
H -2.02020 3.05995 0.20341 0.105
H -3.12181 1.93837 1.29902 0.130
H -4.25360 1.28711 2.98655 0.111
H -5.08221 -0.34604 4.61734 0.107
H -4.08522 -2.62439 4.68295 0.109
H -2.30422 -3.21768 3.10761 0.106
H -2.36589 -4.48918 1.01315 0.100
H -4.04469 -5.53669 -0.43937 0.103
H -4.80601 -4.38388 -2.49283 0.102
H -3.86722 -2.16877 -3.07781 0.104
H -2.18087 -1.12367 -1.63521 0.021
H 0.26524 -1.98288 3.51624 0.079
H 1.75826 -3.60591 4.58500 0.101
H 2.30034 -5.73407 3.43730 0.103
H 1.34790 -6.19788 1.20401 0.111
H -0.11650 -4.55961 0.11575 0.100
O 2.46517 -0.32601 6.24387 0.089
C 2.06973 -0.01995 4.99074 -0.311
C 0.75667 0.29702 4.66038 -0.002
C 0.46974 0.53428 3.33399 -0.135
N 1.36431 0.50808 2.33824 0.021
C 2.63485 0.31650 2.70312 -0.685
Br 4.01511 0.61324 1.46215 0.891
C 3.03049 0.00933 3.99365 -0.038
H 1.71371 -0.29363 6.84463 0.115
H -0.02977 0.33256 5.40380 0.123
H -0.54554 0.76204 3.05000 0.092
H 4.06963 -0.16832 4.22389 0.116
C 0.01822 4.05376 -4.91581 -0.078
C 0.97238 2.87004 -5.01329 -0.206
N 0.48428 1.66971 -4.33004 -0.127
C -0.12170 0.62910 -5.15382 -0.256
C -1.62018 0.81037 -5.35753 -0.078
C 0.55842 1.57908 -2.98152 -0.639
S -0.16704 0.19786 -2.25331 0.793
N 1.13550 2.63887 -2.39954 0.111
C 1.52292 2.70104 -1.13349 -0.428
O 1.53296 1.80083 -0.26308 -0.153
C 2.04917 4.03899 -0.69907 -0.124
C 2.42441 4.21678 0.62937 -0.023
C 2.89940 5.44444 1.06426 -0.079
C 3.00271 6.50451 0.17369 -0.093
C 2.63079 6.33197 -1.15298 -0.083
C 2.15680 5.10412 -1.58793 -0.024
H 0.44730 4.92137 -5.42049 0.074
H -0.15463 4.30985 -3.87174 0.060
H -0.94040 3.83080 -5.38434 0.060
H 1.94156 3.13878 -4.59855 0.109
H 1.12145 2.59608 -6.05844 0.112
H 0.07418 -0.33408 -4.68694 0.077
H 0.39496 0.64061 -6.11499 0.113
H -2.13098 0.81051 -4.39469 0.057
H -2.01746 -0.00927 -5.95833 0.075
H -1.84319 1.74541 -5.87231 0.061
H 2.34268 3.37731 1.30678 0.093
H 3.19318 5.57487 2.09812 0.100
H 3.37566 7.46293 0.51212 0.099
H 2.71432 7.15598 -1.85019 0.100
H 1.86552 4.95167 -2.61800 0.095
C 2.83146 -1.76716 -2.43729 -0.137
S 2.13174 -2.39992 -0.92614 0.395
O 3.05747 -3.37622 -0.40503 -0.316
O 0.80078 -2.88812 -1.25733 -0.375
O 2.04999 -1.20539 -0.02899 -0.520
H 2.58792 -2.46216 -3.23741 0.066
H 3.90857 -1.68918 -2.31274 0.064
H 2.38997 -0.79362 -2.63775 0.021
```

Record 5
Computed, not measured: the ion C4H9N2S2 with charge +1 at a distorted geometry, with wB97M-V/def2-TZVPD.

Properties
net charge: +1
LUMO level (alpha / beta): -3.206 / -6.240 eV
energy relative to the best compared isomer or geometry (same formula, charge and spin): 190.3 kJ/mol
HOMO (alpha / beta): -10.968 / -13.349 eV
expectation value of S²: 2.033
multiplicity: 3

Structure (XYZ):
```
17
Properties=species:S:1:pos:R:3:lowdin_charge:R:1
C -0.95589 1.31932 0.67230 -0.236
C -0.96444 0.03168 1.00180 0.001
C 1.14584 -0.14189 -0.10737 -1.103
C -0.79908 -1.29612 -1.01921 -0.060
N -0.24584 1.77398 -0.28503 0.176
N -0.08700 -0.82657 0.14359 -0.219
S 2.22647 0.19796 1.20787 0.882
S 1.67598 -0.14201 -1.73864 0.839
H -1.61907 2.01022 1.29685 0.164
H -1.49275 -0.45321 1.75166 0.125
H -1.67743 -1.93174 -0.65025 0.148
H -1.16317 -0.45785 -1.63841 0.115
H -0.11922 -1.92387 -1.68334 0.108
H -0.02921 2.73156 -0.37252 0.092
H 0.03495 -1.64203 0.75384 0.185
H 1.24764 0.21184 2.03730 -0.152
H 2.82223 0.53875 -1.37042 -0.064
```

Record 6
Computed, not measured: a structure of composition C6H16FO2Rb3 at a distorted geometry, with wB97M-V/def2-TZVPD.

Properties
net charge: +3
LUMO level (alpha / beta): -9.772 / -14.692 eV
energy relative to the best compared isomer or geometry (same formula, charge and spin): 0.0 kJ/mol
HOMO (alpha / beta): -17.838 / -17.836 eV
expectation value of S²: 0.754
multiplicity: 2

Structure (XYZ):
```
28
Properties=species:S:1:pos:R:3:lowdin_charge:R:1
Rb 18.43806 5.92180 13.83280 0.977
Rb 22.64880 4.06943 14.61927 0.956
Rb 21.32420 8.13119 15.66608 0.964
F 21.33790 6.36130 13.33924 -0.762
C 22.25674 5.90073 9.96507 -0.034
C 20.93784 4.99571 10.04448 -0.359
C 21.28137 3.45816 10.21883 -0.025
O 20.19901 5.39206 11.22164 -0.156
H 23.01046 5.39626 9.36049 0.089
H 22.67681 6.26073 10.90425 0.038
H 22.07953 6.87268 9.50463 0.063
H 20.43074 5.11213 9.08667 0.143
H 21.55167 3.21082 11.24540 0.054
H 22.08273 3.07958 9.58432 0.088
H 20.35402 2.90551 10.06820 0.085
H 20.77667 5.69613 11.92552 -0.045
C 22.13625 11.27389 11.34564 0.029
C 22.21476 9.77843 11.35596 -0.382
C 23.67563 9.33338 11.37118 0.059
O 21.55655 9.28921 12.47287 0.188
H 22.77858 11.73392 12.09657 0.127
H 21.11499 11.51494 11.64068 0.120
H 22.48592 11.61364 10.37076 0.132
H 21.79137 9.44827 10.40737 0.207
H 24.13801 9.78649 10.49426 0.137
H 23.88161 8.27405 11.21791 0.094
H 24.28663 9.61299 12.22944 0.121
H 21.52146 8.33685 12.35722 0.093
```

Q: The highest energy relative to the best compared isomer or geometry (same formula, charge and spin) belongs to which entry?
A: C5H7N

Q: What is the formula in the second record?
A: C5H7N

Q: What is the energy relative to the best compared isomer or geometry (same formula, charge and spin) in the third record?
A: 0.0 kJ/mol